# 1
{
  "formula": "C32H35Cl2N2PS4W",
  "method": "ωB97M-V/def2-TZVPD",
  "elements": ["W", "C", "C", "S", "C", "C", "S", "C", "C", "S", "C", "C", "S", "H", "H", "H", "H", "H", "H", "H", "H", "H", "H", "H", "H", "H", "H", "H", "H", "N", "C", "C", "C", "C", "C", "C", "P", "C", "C", "C", "C", "C", "C", "C", "C", "C", "C", "C", "C", "H", "H", "H", "H", "H", "H", "H", "H", "H", "H", "H", "H", "H", "H", "H", "H", "Cl", "C", "C", "C", "C", "C", "Cl", "C", "N", "H", "H", "H"],
  "coordinates": [[-0.062, 1.016, 0.036], [1.377, -0.259, -3.340], [-0.102, -0.536, -3.565], [-1.193, 0.376, -2.462], [-1.295, 1.987, -3.264], [-0.027, 2.812, -3.232], [0.461, 3.034, -1.511], [2.242, 3.270, -1.567], [2.799, 3.167, -0.158], [2.419, 1.617, 0.722], [3.633, 0.460, 0.035], [3.389, 0.025, -1.394], [1.672, -0.496, -1.592], [1.695, 0.731, -3.645], [1.984, -0.995, -3.868], [-0.339, -1.585, -3.377], [-0.397, -0.303, -4.590], [-2.122, 2.490, -2.764], [-1.604, 1.800, -4.292], [-0.214, 3.816, -3.618], [0.791, 2.379, -3.796], [2.416, 4.274, -1.955], [2.671, 2.551, -2.256], [2.433, 3.967, 0.480], [3.887, 3.239, -0.166], [3.618, -0.377, 0.723], [4.596, 0.960, 0.141], [4.022, -0.834, -1.620], [3.606, 0.804, -2.121], [-0.677, 0.772, 2.261], [-1.190, -0.483, 2.844], [-1.783, -0.462, 4.092], [-2.287, -1.655, 4.600], [-2.192, -2.833, 3.863], [-1.590, -2.829, 2.614], [-1.086, -1.632, 2.111], [-0.139, -1.539, 0.610], [1.532, -1.980, 1.176], [1.912, -1.557, 2.459], [3.130, -1.946, 3.002], [3.979, -2.778, 2.276], [3.612, -3.206, 1.002], [2.405, -2.805, 0.448], [-0.810, -2.749, -0.515], [-1.937, -2.395, -1.267], [-2.592, -3.351, -2.026], [-2.134, -4.664, -2.027], [-1.039, -5.026, -1.252], [-0.376, -4.078, -0.486], [0.039, 1.159, 2.872], [-1.453, 1.424, 2.310], [-1.862, 0.457, 4.668], [-2.764, -1.659, 5.572], [-2.593, -3.756, 4.263], [-1.514, -3.747, 2.043], [1.238, -0.971, 3.074], [3.406, -1.625, 4.001], [4.915, -3.111, 2.712], [4.262, -3.874, 0.448], [2.136, -3.162, -0.534], [-2.336, -1.391, -1.221], [-3.472, -3.083, -2.597], [-2.648, -5.414, -2.616], [-0.704, -6.056, -1.231], [0.446, -4.391, 0.140], [-0.087, 3.410, 1.493], [-1.775, 3.776, 1.116], [-2.375, 4.908, 1.560], [-3.711, 5.109, 1.150], [-4.375, 4.218, 0.317], [-3.735, 3.072, -0.119], [-4.510, 1.964, -1.147], [-2.422, 2.807, 0.304], [-1.713, 1.693, -0.018], [-1.867, 5.634, 2.184], [-4.227, 6.000, 1.488], [-5.392, 4.414, 0.000]],
  "mulliken_charge": [-1.154, -1.109, -0.974, 0.409, -0.944, -0.915, 0.476, -0.607, -1.100, 0.161, -0.251, -1.244, 0.445, 0.280, 0.684, 0.346, 0.666, 0.315, 0.697, 0.671, 0.420, 0.657, 0.172, 0.514, 0.570, -0.144, 0.794, 0.670, 0.585, -0.384, -0.116, -0.656, -0.839, -0.807, -1.245, 0.549, 1.506, 1.410, -1.001, -0.799, -0.863, -1.019, -0.285, 1.568, -1.171, -0.724, -0.748, -0.893, -0.667, 0.514, 0.477, 0.545, 0.468, 0.504, 0.551, 0.315, 0.536, 0.474, 0.516, 0.639, 0.845, 0.494, 0.465, 0.508, 0.705, -0.033, 1.438, -0.848, -0.572, -0.539, 0.358, -0.076, -0.240, 0.517, 0.546, 0.471, 0.517],
  "charge": 4,
  "multiplicity": 1
}

***

# 2
{
  "formula": "C32H35Cl2N4O4PdS2Sb",
  "method": "ωB97M-V/def2-TZVPD",
  "elements": ["Pd", "S", "C", "S", "C", "C", "N", "C", "N", "C", "C", "O", "O", "H", "H", "H", "C", "C", "C", "C", "N", "C", "C", "H", "H", "H", "H", "H", "H", "H", "Cl", "C", "C", "C", "C", "C", "Cl", "C", "N", "C", "C", "C", "C", "C", "C", "C", "C", "O", "O", "H", "H", "H", "H", "H", "H", "H", "H", "H", "H", "C", "C", "Sb", "C", "C", "C", "C", "H", "H", "H", "H", "H", "H", "H", "H", "H", "H", "H", "H", "H", "H", "H"],
  "coordinates": [[0.026, 0.426, -1.117], [-1.019, 3.003, 0.777], [-1.210, 1.621, 1.683], [-1.520, 0.224, 0.687], [-1.038, 1.484, 3.114], [-1.218, 0.270, 3.743], [-1.302, -0.802, 4.214], [-0.432, 2.579, 3.795], [0.229, 3.365, 4.323], [-1.999, 1.307, -4.573], [-1.441, 0.842, -3.228], [-0.962, 1.750, -2.449], [-1.555, -0.331, -2.814], [-3.026, 1.777, -4.594], [-2.117, 0.486, -5.248], [-1.236, 1.966, -5.041], [5.028, 0.870, -4.925], [3.766, 0.706, -4.166], [3.441, 1.670, -3.242], [2.274, 1.516, -2.487], [1.490, 0.452, -2.549], [1.727, -0.508, -3.406], [2.895, -0.458, -4.200], [5.111, 1.873, -5.302], [5.016, 0.332, -5.831], [5.926, 0.588, -4.346], [4.029, 2.570, -3.100], [1.956, 2.330, -1.787], [1.075, -1.352, -3.522], [3.074, -1.192, -4.962], [2.006, -5.410, 3.925], [1.743, -3.832, 4.509], [0.628, -3.627, 5.256], [0.555, -2.369, 5.918], [1.587, -1.485, 5.820], [2.709, -1.766, 5.005], [4.079, -0.659, 4.990], [2.790, -2.949, 4.196], [3.824, -3.220, 3.306], [3.762, -3.856, 2.070], [4.453, -5.073, 1.868], [4.489, -5.707, 0.625], [3.726, -5.226, -0.420], [3.048, -3.976, -0.223], [3.139, -3.251, 0.961], [2.699, -1.843, 1.090], [1.876, -1.238, 0.058], [1.579, 0.022, 0.229], [1.350, -1.833, -0.924], [-0.156, -4.369, 5.165], [-0.324, -2.182, 6.526], [1.612, -0.505, 6.281], [4.728, -3.053, 3.765], [4.847, -5.511, 2.813], [5.316, -6.412, 0.338], [3.581, -5.753, -1.304], [2.537, -3.488, -1.084], [3.562, -1.233, 1.282], [2.127, -1.805, 2.066], [-4.982, 2.454, 2.488], [-4.481, 3.311, 1.383], [-3.774, 2.353, -0.393], [-3.281, 4.244, -1.481], [-4.573, 4.762, -2.013], [-5.712, 1.545, -1.383], [-5.405, 0.853, -2.727], [-5.521, 1.564, 2.221], [-5.600, 3.029, 3.189], [-4.055, 1.890, 2.950], [-3.591, 3.911, 1.734], [-5.184, 4.059, 1.045], [-2.491, 3.853, -2.187], [-2.814, 4.857, -0.681], [-4.998, 4.066, -2.689], [-4.430, 5.706, -2.554], [-5.311, 5.035, -1.179], [-6.543, 2.252, -1.450], [-5.992, 0.686, -0.764], [-5.630, -0.200, -2.450], [-4.340, 0.947, -3.050], [-6.152, 1.062, -3.564]],
  "mulliken_spin": [1.483, 0.683, -0.075, 0.659, 0.122, -0.060, 0.075, -0.045, 0.062, 0.001, -0.023, 0.130, 0.105, 0.000, 0.001, 0.001, 0.000, -0.006, 0.004, -0.018, 0.117, -0.015, 0.009, 0.000, 0.000, 0.000, 0.000, 0.011, 0.000, 0.001, 0.000, 0.000, 0.000, 0.002, -0.001, 0.000, 0.000, 0.000, 0.000, 0.000, 0.000, 0.000, 0.000, -0.002, -0.002, -0.009, 0.035, 0.100, 0.017, 0.000, 0.000, 0.000, 0.000, 0.000, 0.000, 0.000, -0.001, -0.001, 0.008, 0.002, 0.031, 0.339, 0.086, -0.012, 0.151, -0.002, 0.000, 0.001, 0.003, -0.007, 0.010, -0.001, 0.001, 0.003, 0.010, 0.002, 0.009, -0.001, 0.001, 0.001, 0.004],
  "s_squared": 6.036,
  "multiplicity": 5
}

***

# 3
{
  "formula": "C32H35ClN2O2S",
  "method": "ωB97M-V/def2-TZVPD",
  "elements": ["C", "C", "N", "C", "C", "C", "C", "C", "C", "C", "C", "C", "C", "C", "C", "C", "N", "C", "C", "C", "C", "C", "C", "C", "C", "C", "C", "H", "H", "H", "H", "H", "H", "H", "H", "H", "H", "H", "H", "H", "H", "H", "H", "H", "H", "H", "H", "H", "H", "H", "H", "H", "H", "H", "H", "H", "Cl", "C", "S", "C", "C", "C", "C", "C", "C", "O", "O", "H", "H", "H", "H", "H", "H"],
  "coordinates": [[3.928, 3.825, -4.968], [2.682, 4.528, -5.448], [1.542, 4.278, -4.600], [0.301, 4.723, -5.199], [-0.907, 4.106, -4.529], [-0.855, 4.366, -3.034], [0.477, 3.991, -2.438], [1.646, 4.003, -3.262], [2.918, 3.705, -2.662], [2.953, 3.133, -1.401], [1.776, 2.994, -0.584], [1.770, 2.273, 0.635], [0.857, 2.482, 1.726], [1.267, 2.784, 3.069], [0.361, 3.007, 4.099], [-1.040, 2.850, 3.849], [-1.953, 2.818, 4.871], [-1.548, 2.793, 6.263], [-0.287, 3.602, 6.515], [0.826, 3.308, 5.494], [-3.274, 2.244, 4.679], [-3.866, 2.600, 3.337], [-2.894, 2.322, 2.199], [-1.465, 2.574, 2.518], [-0.537, 2.394, 1.507], [0.611, 3.656, -1.096], [4.148, 4.026, -3.459], [3.875, 2.752, -5.175], [4.776, 4.201, -5.543], [2.867, 5.609, -5.557], [2.422, 4.187, -6.453], [0.216, 5.825, -5.171], [0.330, 4.467, -6.262], [-1.809, 4.531, -4.968], [-0.958, 3.030, -4.715], [-1.065, 5.426, -2.826], [-1.646, 3.787, -2.555], [3.898, 2.776, -0.971], [2.667, 1.661, 0.818], [2.341, 2.892, 3.254], [-2.377, 3.182, 6.871], [-1.386, 1.742, 6.565], [-0.527, 4.671, 6.470], [0.066, 3.388, 7.532], [1.410, 2.443, 5.838], [1.524, 4.158, 5.498], [-3.182, 1.150, 4.756], [-3.922, 2.586, 5.495], [-4.777, 2.021, 3.184], [-4.147, 3.655, 3.304], [-2.951, 1.271, 1.882], [-3.187, 2.896, 1.310], [-0.891, 2.125, 0.514], [-0.199, 3.867, -0.398], [4.971, 3.388, -3.123], [4.451, 5.079, -3.299], [-1.416, 1.264, -1.983], [-0.879, -0.202, -1.398], [-1.876, -1.113, -0.313], [-2.811, -2.308, -1.320], [-4.170, -2.102, -1.550], [-4.932, -3.120, -2.126], [-4.336, -4.298, -2.579], [-2.948, -4.424, -2.481], [-2.179, -3.419, -1.884], [-0.984, -1.917, 0.504], [-2.900, -0.277, 0.292], [-0.201, -0.811, -2.014], [-4.639, -1.172, -1.241], [-6.010, -3.003, -2.180], [-4.951, -5.118, -2.970], [-2.466, -5.334, -2.827], [-1.097, -3.510, -1.830]],
  "mulliken_charge": [-0.810, -0.674, 0.031, -0.631, -0.796, -0.993, -0.049, 1.052, 0.342, -1.439, 0.752, -1.195, 0.075, -1.161, 0.749, 0.632, -0.041, -0.705, -0.819, -0.933, -0.660, -1.037, -0.630, -0.110, 0.035, -0.618, -0.854, 0.327, 0.380, 0.316, 0.404, 0.295, 0.411, 0.389, 0.259, 0.418, 0.407, 0.416, 0.458, 0.443, 0.368, 0.345, 0.316, 0.372, 0.339, 0.412, 0.346, 0.386, 0.404, 0.325, 0.248, 0.514, 0.585, 0.817, 0.376, 0.302, -0.207, -0.718, 1.317, 0.209, -0.287, -0.481, -0.413, -0.515, -0.546, -0.748, -0.698, 0.445, 0.377, 0.347, 0.349, 0.346, 0.334],
  "multiplicity": 1
}

***

# 4
{
  "formula": "C32H35CsN6O2S2",
  "method": "ωB97M-V/def2-TZVPD",
  "elements": ["Cs", "C", "C", "C", "N", "C", "C", "C", "C", "C", "C", "C", "N", "C", "C", "C", "N", "C", "C", "C", "C", "C", "C", "C", "N", "C", "C", "H", "H", "H", "H", "H", "H", "H", "H", "H", "H", "H", "H", "H", "H", "H", "H", "H", "H", "H", "H", "H", "H", "H", "H", "H", "H", "O", "C", "C", "C", "C", "C", "C", "C", "O", "N", "N", "C", "S", "C", "C", "S", "H", "H", "H", "H", "H", "H", "H", "H", "H"],
  "coordinates": [[0.344, -0.222, -1.069], [-0.077, 0.846, 2.023], [1.155, 1.254, 2.818], [2.369, 1.537, 1.911], [2.667, 0.446, 0.998], [3.544, -0.434, 1.352], [4.169, -0.526, 2.653], [5.377, -1.072, 3.037], [6.402, -1.643, 2.280], [6.323, -1.895, 0.903], [5.241, -1.834, 0.058], [3.849, -1.513, 0.336], [2.842, -1.999, -0.300], [3.020, -3.114, -1.198], [1.930, -4.182, -1.057], [0.509, -3.838, -1.529], [-0.211, -3.025, -0.575], [-1.188, -3.490, 0.121], [-1.846, -4.765, -0.100], [-2.490, -5.618, 0.763], [-2.690, -5.524, 2.144], [-2.382, -4.393, 2.899], [-1.984, -3.131, 2.506], [-1.720, -2.567, 1.200], [-1.798, -1.310, 0.900], [-2.317, -0.385, 1.895], [-1.234, 0.238, 2.799], [0.264, 0.074, 1.347], [-0.425, 1.676, 1.392], [1.414, 0.433, 3.498], [0.957, 2.135, 3.441], [3.223, 1.784, 2.557], [2.155, 2.423, 1.304], [3.595, -0.089, 3.461], [5.578, -0.994, 4.104], [7.328, -1.889, 2.786], [7.247, -2.225, 0.433], [5.436, -2.112, -0.971], [3.987, -3.618, -1.058], [3.010, -2.751, -2.240], [1.881, -4.513, -0.016], [2.267, -5.043, -1.649], [0.002, -4.780, -1.762], [0.587, -3.283, -2.479], [-1.798, -5.120, -1.123], [-2.859, -6.530, 0.297], [-3.106, -6.382, 2.658], [-2.519, -4.499, 3.973], [-1.862, -2.431, 3.324], [-3.051, -0.862, 2.558], [-2.829, 0.421, 1.358], [-0.830, -0.540, 3.456], [-1.711, 0.984, 3.447], [-4.070, 4.487, -2.863], [-4.188, 3.367, -3.593], [-5.353, 3.196, -4.346], [-5.529, 2.067, -5.127], [-4.545, 1.084, -5.172], [-3.391, 1.254, -4.425], [-3.186, 2.378, -3.631], [-1.902, 2.456, -2.843], [-1.087, 1.525, -2.911], [-1.791, 3.586, -2.122], [-0.665, 3.628, -1.334], [-0.430, 4.759, -0.828], [0.882, 4.992, 0.330], [0.941, 6.779, 0.093], [-0.492, 7.278, -0.010], [-1.396, 6.223, -1.175], [-3.161, 4.419, -2.419], [-6.109, 3.971, -4.295], [-6.442, 1.951, -5.700], [-4.681, 0.195, -5.775], [-2.605, 0.510, -4.421], [1.500, 7.016, -0.814], [1.452, 7.216, 0.952], [-0.520, 8.296, -0.403], [-0.975, 7.258, 0.966]],
  "mulliken_charge": [1.576, 1.759, -0.723, -1.018, -0.315, 0.819, -0.451, -0.650, -0.405, -0.116, -0.949, 0.148, -0.059, -0.809, -1.001, -0.739, -0.003, -0.069, -1.015, -0.222, -0.462, -0.621, -0.500, 1.165, -0.364, -1.466, -0.757, -1.772, 0.400, 0.300, 0.392, 0.490, 0.112, 0.132, 0.276, 0.269, 0.287, 0.423, 0.486, 0.229, 0.274, 0.404, 0.305, 0.266, 0.360, 0.268, 0.279, 0.275, 0.143, 0.499, 0.492, 0.312, 0.353, -0.714, 0.346, -0.720, -0.230, -0.730, -0.519, 0.466, 0.348, -0.737, -0.318, -0.624, 0.361, -0.148, -0.586, -0.498, -0.179, 0.701, 0.371, 0.340, 0.381, 0.440, 0.284, 0.362, 0.321, 0.270],
  "charge": -2,
  "multiplicity": 1
}

***

Across the entries above, relative energy (zero: lowest compared OMol25 entry of this formula, charge and spin) takes the values 40.7; 0.0; 11.9; 2.0 kcal per mole, respectively.